No. 1
206
Properties=species:S:1:pos:R:3:mulliken_charge:R:1 method="wB97M-V/def2-TZVPD" energy_ev=-101719.0612 charge=-1 e_lumo_ev=2.0690
C 0.1312 -2.3134 -3.0552 -1.891
C -0.4224 -1.7651 -1.7215 2.664
C 0.8045 -1.7004 -0.7075 -1.428
C 0.6665 -0.6404 0.3828 1.242
C 0.3244 0.7252 -0.2132 -1.530
C -0.9435 0.6608 -1.0152 2.959
N -1.0351 -0.4425 -1.9423 1.246
O -2.3006 -0.5639 -2.5810 -0.677
C -1.1205 2.0087 -1.7726 -2.578
C -2.0515 0.5768 0.0749 0.113
C -1.3684 -2.8117 -1.1602 -1.645
H 0.9837 -1.6602 -3.2640 0.541
H -0.5817 -2.3049 -3.8774 -0.349
H 0.4808 -3.3380 -2.9013 0.504
H 1.7266 -1.5123 -1.2705 0.043
H 1.0867 -2.5994 -0.1525 -0.314
H 1.6975 -0.5692 0.7517 0.227
H 0.0481 -0.9373 1.2312 -0.534
H 1.1800 0.9966 -0.8428 0.203
H 0.2688 1.4290 0.6173 -0.412
H -0.3995 2.2390 -2.5566 0.202
H -1.2462 2.8561 -1.0933 0.437
H -2.0797 1.8661 -2.2820 0.345
H -3.0885 0.6022 -0.2606 -1.144
H -2.0351 1.3801 0.8216 0.682
H -1.9299 -0.3964 0.5532 -0.263
H -1.7491 -2.5159 -0.1714 0.081
H -0.8110 -3.7302 -0.9404 0.409
H -2.2791 -3.0793 -1.6960 0.000
C 0.1293 -1.2435 -7.0946 -0.845
C 0.0930 -0.0963 -6.0696 -0.028
O -1.1141 -0.1171 -5.3347 -0.470
H -0.2991 -2.1679 -6.7218 0.176
H 1.1772 -1.4067 -7.3782 0.159
H -0.3290 -0.8917 -8.0182 0.379
H 0.2424 0.8382 -6.6325 0.394
H 0.9521 0.0957 -5.4109 0.095
H -0.9266 -0.5771 -4.5011 -0.153
C -8.7104 4.5468 3.9779 -0.716
O -8.7709 3.1567 4.3223 -0.346
C -7.6326 2.7385 5.0423 -0.843
C -7.0480 1.5127 4.3512 -0.073
N -6.3099 1.8850 3.1520 -0.254
C -5.6706 0.6890 2.5693 0.679
C -6.5890 -0.2437 1.7554 -1.037
O -5.8678 -1.1756 0.9905 -0.152
C -5.1581 -2.1312 1.7425 -0.565
H -7.9335 4.7685 3.2377 0.295
H -8.3845 5.0941 4.8648 0.312
H -9.6605 4.8462 3.5465 0.263
H -7.9147 2.5271 6.0853 0.369
H -6.8421 3.4751 5.2287 0.440
H -7.9045 0.8458 4.1638 0.287
H -6.5299 0.9020 5.0975 0.085
H -7.0678 2.0818 2.4985 0.326
H -5.1854 0.0603 3.3181 -0.442
H -4.8809 0.9784 1.8685 -0.176
H -7.2638 0.3621 1.1492 0.403
H -7.1905 -0.8352 2.4616 0.526
H -4.7947 -2.9667 1.1460 0.373
H -5.8963 -2.4934 2.4709 0.358
H -4.2658 -1.6759 2.1816 -0.046
C 3.6461 -2.2965 -4.9264 -0.603
O 4.7727 -2.2860 -5.7794 -0.119
C 4.6154 -3.0734 -6.9381 -0.840
C 6.0102 -3.2009 -7.5420 -0.343
N 6.8094 -4.0916 -6.7169 -0.311
C 8.1391 -4.4477 -7.1985 -0.984
C 9.0355 -3.2160 -7.3447 -0.457
O 9.3766 -2.7496 -6.0497 -0.265
C 10.4673 -1.8511 -6.0876 -0.827
H 2.7937 -1.8963 -5.4782 0.134
H 3.7877 -1.7256 -4.0085 0.111
H 3.4598 -3.2827 -4.4857 0.394
H 3.9122 -2.6328 -7.6576 0.351
H 4.1567 -4.0382 -6.6932 0.427
H 6.3638 -2.1619 -7.5456 0.177
H 5.9180 -3.5269 -8.5786 0.365
H 6.8346 -3.7203 -5.7777 0.283
H 8.1691 -5.0030 -8.1378 0.418
H 8.6120 -5.1276 -6.4888 0.360
H 8.5558 -2.4080 -7.9078 0.326
H 9.9128 -3.4561 -7.9610 0.495
H 10.7668 -1.6185 -5.0635 0.250
H 10.2279 -0.8693 -6.5041 0.304
H 11.3250 -2.3429 -6.5510 0.347
C -1.4142 -3.3075 3.8924 -0.617
O -1.8853 -2.6013 5.0127 -0.324
C -3.0183 -1.7928 4.8014 -0.118
C -3.1310 -1.0468 6.1156 -0.263
N -4.4483 -0.4944 6.3393 0.064
C -4.5973 0.1541 7.6302 -0.822
C -3.9255 1.5096 7.7702 0.571
O -4.1048 2.0361 9.0588 -0.409
C -2.8996 2.2377 9.7756 -0.652
H -2.1607 -4.0633 3.6222 0.448
H -0.4785 -3.7494 4.2325 0.247
H -1.2204 -2.6718 3.0200 0.041
H -3.8753 -2.3724 4.4211 0.600
H -2.9010 -1.1573 3.9094 -0.100
H -2.3963 -0.2373 6.1110 -0.218
H -2.7904 -1.7304 6.9021 -0.029
H -5.2085 -1.1091 6.1016 0.390
H -4.3163 -0.4923 8.4749 0.196
H -5.6793 0.2904 7.7375 0.399
H -4.2665 2.1430 6.9449 0.108
H -2.8649 1.3413 7.5457 -0.274
H -2.6980 1.2306 10.1756 0.261
H -3.0094 2.9724 10.5688 0.281
H -2.0070 2.4745 9.1884 0.253
C 6.4260 -1.4002 -2.9766 -0.521
O 6.7204 -0.1309 -2.4294 -0.452
C 5.9695 0.9035 -3.0846 -0.068
C 6.3478 2.2448 -2.5178 -0.723
N 5.4282 3.3006 -2.8824 0.228
C 5.3791 3.6929 -4.2988 -0.534
C 4.0862 4.5157 -4.4720 -0.837
O 2.9536 3.7080 -4.3328 -0.114
C 1.7365 4.4148 -4.3525 -0.667
H 6.2901 -1.4389 -4.0564 0.250
H 5.5583 -1.7963 -2.4330 0.136
H 7.2211 -2.0682 -2.6381 0.332
H 4.9416 0.6865 -2.7582 0.095
H 5.9725 0.7879 -4.1703 0.328
H 7.3423 2.5823 -2.8252 0.354
H 6.3425 2.2207 -1.4272 0.027
H 4.4508 3.0337 -2.7724 0.041
H 5.3115 2.8498 -4.9953 0.280
H 6.1930 4.3574 -4.5965 0.372
H 4.1205 4.9611 -5.4771 0.448
H 4.0879 5.3487 -3.7595 0.329
H 1.5302 4.7969 -5.3575 0.327
H 1.6136 5.2334 -3.6372 0.317
H 0.9559 3.6951 -4.1091 0.077
C -1.3641 2.2825 4.5619 0.104
O -0.3607 3.2458 4.3240 -0.586
C 0.4134 2.8319 3.1944 0.688
C 1.4449 3.9448 3.0168 -1.093
N 2.1645 3.8024 1.7723 -0.085
C 3.2396 2.8313 1.7686 0.222
C 4.1759 3.1606 0.6129 -0.849
O 4.7245 4.4642 0.8195 -0.429
C 5.8898 4.7641 0.1259 -0.606
H -1.9559 2.5178 5.4510 0.138
H -0.8059 1.3470 4.6688 -0.284
H -2.1702 2.2500 3.8176 0.300
H -0.2990 2.8432 2.3649 0.135
H 0.8406 1.8303 3.3026 -0.196
H 2.2112 3.9882 3.8024 0.409
H 0.8842 4.8792 3.0210 0.369
H 2.6288 4.5976 1.3557 0.304
H 2.8898 1.8025 1.6098 -0.262
H 3.8904 2.7460 2.6546 0.333
H 3.6828 3.2305 -0.3622 0.213
H 4.9424 2.3838 0.5244 0.490
H 6.4339 5.6505 0.4507 0.334
H 5.6819 5.0089 -0.9286 0.157
H 6.5487 3.8993 -0.0149 0.255
C 3.2530 -3.7221 1.1241 -0.775
O 3.3577 -2.5260 1.8991 -0.284
C 2.6018 -2.4992 3.0692 -0.176
C 2.6510 -1.0673 3.6251 -0.312
N 2.3196 -0.8111 5.0169 -0.306
C 1.0236 -1.3429 5.4190 0.047
C 0.5761 -0.6594 6.7362 -0.388
O -0.1182 -1.6323 7.4846 -0.377
C -0.7169 -1.1368 8.6617 -0.800
H 3.7549 -3.5971 0.1715 0.155
H 2.1998 -3.9814 0.9893 0.311
H 3.7075 -4.4617 1.7921 0.392
H 2.7807 -3.2814 3.8202 0.498
H 1.5494 -2.6783 2.7773 0.009
H 2.1540 -0.3820 2.9419 -0.417
H 3.7461 -0.9724 3.6083 0.510
H 3.0552 -1.1415 5.6245 0.371
H 1.0738 -2.4395 5.4509 0.373
H 0.2337 -1.2766 4.6661 -0.242
H -0.0056 0.2627 6.5941 0.078
H 1.3928 -0.2474 7.3489 0.497
H -1.6856 -1.5987 8.8470 0.275
H -0.7970 -0.0451 8.6430 0.268
H -0.0912 -1.3452 9.5387 0.363
C -3.1956 -3.1486 -5.2841 -0.660
O -4.1070 -2.2608 -4.7097 -0.194
C -5.1851 -2.9273 -4.0929 -0.844
C -5.5629 -2.1274 -2.8398 -0.122
N -6.1587 -0.8407 -3.2561 -0.304
C -6.6119 -0.1436 -2.0222 -1.252
C -5.3804 0.6391 -1.5813 1.548
O -5.2002 1.6659 -2.5506 -0.444
C -4.9682 2.9071 -1.9341 -0.605
H -2.6753 -3.8435 -4.6092 0.307
H -2.4941 -2.5975 -5.9022 -0.019
H -3.6732 -3.9112 -5.9248 0.462
H -4.9872 -3.9606 -3.7972 0.440
H -6.0579 -2.8704 -4.7535 0.244
H -4.6772 -2.0345 -2.2076 -0.108
H -6.2846 -2.6547 -2.1951 0.521
H -7.0028 -1.0749 -3.7714 0.319
H -7.1520 -0.8466 -1.3723 0.322
H -7.4725 0.4753 -2.3019 0.392
H -4.4738 0.0629 -1.3878 -0.908
H -5.5538 1.1260 -0.6094 0.104
H -5.8204 3.3115 -1.3701 0.276
H -4.6608 3.6529 -2.6664 0.304
H -4.1527 2.8002 -1.2083 0.131

=====

No. 2
15
Properties=species:S:1:pos:R:3:mulliken_charge:R:1 method="wB97M-V/def2-TZVPD" energy_ev=-16613.8261 de_lowest_kcal_mol=129.8 charge=0 e_lumo_ev=0.6244
C -1.8634 0.7110 -0.6639 -0.885
C -1.1824 -0.1033 0.5100 -0.458
C -0.5451 -1.3410 0.2625 -0.483
C 3.0475 0.6157 -0.0686 -0.161
H -1.2238 0.5515 -1.5229 0.319
H -3.3126 0.4575 -0.7765 0.218
H -1.8428 1.9236 -0.1066 0.208
H -0.1587 0.5573 0.8635 0.394
H -1.9940 -0.0956 1.2679 0.318
H -0.3239 -1.6198 1.3612 0.242
H -0.8596 -2.2858 -0.2498 0.316
H 3.4739 0.0728 -1.0367 0.144
H 3.7466 1.4780 0.1263 0.263
N 1.8691 0.3659 0.4206 -0.441
S 1.1692 -1.2879 -0.3870 0.003

=====

No. 3
156
Properties=species:S:1:pos:R:3:mulliken_charge:R:1 method="wB97M-V/def2-TZVPD" energy_ev=-90811.1005 de_lowest_kcal_mol=0.0 charge=0 e_lumo_ev=0.3927
C 1.0806 2.3047 -4.1480 -1.094
C -0.4166 2.3250 -3.8649 0.426
O -0.7221 3.5196 -3.1518 -0.022
C -1.9708 3.5927 -2.6402 0.655
C -2.1548 4.8352 -1.8240 -0.776
O -2.8103 2.7561 -2.8560 -0.591
H 1.6607 2.4527 -3.2392 -0.132
H 1.4522 2.9998 -4.9004 0.388
H 1.3641 1.3219 -4.5252 0.412
H -0.9716 2.2531 -4.7999 0.401
H -0.6445 1.4442 -3.2623 -0.324
H -3.1634 5.2212 -1.9324 0.460
H -1.3995 5.5488 -2.1457 0.229
H -1.9549 4.5916 -0.7787 -0.081
C -5.8601 1.7608 6.8219 -1.143
C -6.0334 1.1901 5.4121 -0.232
O -4.8629 0.5454 4.9443 -0.324
C -3.7845 1.2679 4.6335 0.768
C -2.6243 0.3495 4.3239 0.262
O -3.7734 2.4707 4.5680 -0.589
H -5.0201 2.4510 6.9066 0.303
H -5.6229 0.9422 7.5062 0.297
H -6.7572 2.2654 7.1753 0.387
H -6.8252 0.4488 5.4754 0.366
H -6.3332 1.9922 4.7365 0.260
H -1.7840 0.9168 3.9318 -0.908
H -2.9431 -0.3221 3.5271 0.013
H -2.2492 -0.0983 5.2432 0.555
C 2.2950 6.0279 0.6338 -1.408
C 1.2137 5.2458 -0.1025 0.292
O 0.9883 5.6802 -1.4461 -0.305
C 1.9470 5.4998 -2.3566 0.929
C 1.4806 5.9457 -3.7270 -1.087
O 2.9852 4.9272 -2.1650 -0.589
H 2.0110 7.0697 0.7955 0.351
H 3.2186 6.0212 0.0581 0.362
H 2.4810 5.6018 1.6196 0.301
H 1.4973 4.1930 -0.1005 0.044
H 0.2585 5.3873 0.3985 0.377
H 1.8831 5.2895 -4.4955 0.311
H 1.9563 6.9100 -3.9217 0.394
H 0.4011 5.9770 -3.8248 0.158
C -0.8626 -8.2511 -3.2360 -1.141
C -0.6199 -7.3996 -1.9990 -0.121
O 0.2500 -6.3098 -2.3194 -0.257
C 0.6148 -5.4992 -1.3219 0.595
C 1.6950 -4.5530 -1.7229 -1.019
O 0.1232 -5.5622 -0.2219 -0.575
H 0.0396 -8.2871 -3.8471 0.322
H -1.7196 -7.9022 -3.8058 0.281
H -1.0426 -9.2809 -2.9262 0.360
H -1.5738 -7.0139 -1.6372 0.207
H -0.1807 -7.9789 -1.1885 0.321
H 2.5932 -5.1560 -1.8981 0.416
H 1.9769 -3.8888 -0.9095 0.218
H 1.5023 -4.0172 -2.6481 0.419
C 4.5870 -0.6809 2.5916 0.112
C 5.6356 -0.6660 3.6813 -0.566
O 6.8828 -1.2365 3.2315 -0.336
C 7.1639 -2.5033 3.4857 0.832
C 8.5492 -2.8585 2.9931 -0.892
O 6.3622 -3.3155 3.8811 -0.589
H 4.2199 -1.6899 2.4121 0.380
H 5.0661 -0.3091 1.6843 -0.041
H 3.7803 0.0164 2.7921 -0.454
H 5.9301 0.3617 3.8951 0.269
H 5.3212 -1.1727 4.5936 0.397
H 8.7361 -3.9267 3.0302 0.335
H 9.2915 -2.1778 3.4047 0.309
H 8.5823 -2.6514 1.9178 0.080
C -2.4854 -3.6666 -0.6539 -0.815
C -3.9464 -3.3486 -0.8873 0.423
O -4.5316 -2.9572 0.3538 -0.306
C -5.8387 -3.1007 0.5017 0.803
C -6.3235 -2.7337 1.8705 -0.954
O -6.5825 -3.5178 -0.3580 -0.600
H -2.3362 -4.3944 0.1495 0.509
H -1.9823 -2.7850 -0.2495 -0.219
H -1.9692 -4.1313 -1.4926 0.234
H -4.0920 -2.5515 -1.6198 -0.480
H -4.4048 -4.2582 -1.2815 0.552
H -7.2368 -2.1532 1.7279 0.346
H -5.6607 -2.1036 2.4570 0.107
H -6.5961 -3.6696 2.3570 0.330
C 2.1174 -0.4689 -2.6242 -0.697
N 3.2751 0.1026 -3.3075 0.700
C 3.9902 1.1448 -2.5615 -1.098
C 3.6810 -0.2876 -4.5315 0.013
O 4.6612 0.1623 -5.0936 -0.650
H 2.5477 -0.9760 -1.7579 0.066
H 1.5167 -1.1898 -3.1774 0.262
H 1.4604 0.3368 -2.2918 0.118
H 3.7972 0.9517 -1.5070 0.200
H 5.0500 1.0347 -2.7798 0.340
H 3.6553 2.1362 -2.8593 0.405
H 3.0428 -1.0831 -4.9507 0.338
C -4.2730 -2.6963 -4.3404 -0.870
N -4.4349 -1.4784 -3.5664 0.269
C -3.1929 -0.8129 -3.2094 -0.560
C -5.6414 -1.0115 -3.2328 0.000
O -5.8360 0.0324 -2.6247 -0.560
H -5.2002 -3.1903 -4.6150 0.294
H -3.5859 -3.3549 -3.8018 0.237
H -3.7573 -2.4786 -5.2821 0.350
H -2.6210 -1.4279 -2.5114 0.212
H -2.5352 -0.6149 -4.0574 0.486
H -3.4621 0.1427 -2.7643 -0.042
H -6.4969 -1.6002 -3.5847 0.257
C -0.1168 2.6450 5.2811 -1.146
N 0.9841 2.1482 4.4840 0.326
C 1.1509 0.7097 4.4586 -0.138
C 1.8721 2.9586 3.8955 -0.041
O 2.8277 2.6265 3.2148 -0.530
H 0.0723 3.5792 5.8132 0.428
H -0.3240 1.9950 6.1361 0.315
H -1.0417 2.7075 4.7096 0.386
H 0.2713 0.1666 4.1239 0.179
H 2.0533 0.4343 3.9201 -0.328
H 1.3814 0.3531 5.4715 0.446
H 1.6689 4.0206 4.1189 0.353
C 7.2104 -1.1337 -0.9247 -0.709
N 6.2159 -2.0752 -1.3809 0.226
C 5.2102 -2.4672 -0.4395 -0.155
C 6.2393 -2.5156 -2.6738 0.123
O 5.3603 -3.2263 -3.1183 -0.589
H 6.7534 -0.2017 -0.5732 0.247
H 7.8597 -0.8302 -1.7455 0.376
H 7.8254 -1.5184 -0.1089 0.034
H 4.4789 -3.1867 -0.7873 0.042
H 5.5570 -2.7807 0.5479 0.204
H 4.6252 -1.5565 -0.2365 -0.125
H 7.1620 -2.2106 -3.1834 0.325
C -5.0176 2.5408 -0.6768 -0.396
N -4.4491 1.7967 0.4275 0.316
C -3.9717 2.5679 1.5784 -0.132
C -4.1815 0.4823 0.3158 -0.105
O -3.5670 -0.1939 1.1326 -0.452
H -6.0150 2.8859 -0.3713 0.334
H -5.2441 1.9305 -1.5492 0.175
H -4.3671 3.3737 -0.9231 -0.100
H -3.1762 2.0339 2.0772 -0.648
H -3.5948 3.5042 1.1635 0.284
H -4.8622 2.7233 2.1847 0.349
H -4.5467 0.0451 -0.6239 0.273
C -0.5949 1.9545 0.8234 0.268
N 0.3185 0.9047 0.4355 0.930
C -0.2837 -0.3344 -0.0126 -1.360
C 1.6394 0.9981 0.7001 -0.311
O 2.4345 0.0824 0.6493 -0.576
H -0.0458 2.7808 1.2808 0.298
H -1.2080 1.5830 1.6469 -0.478
H -1.1768 2.3468 -0.0113 -0.306
H -1.0814 -0.6347 0.6730 0.423
H -0.8511 -0.1220 -0.9289 0.220
H 0.4305 -1.1246 -0.2138 0.296
H 1.9465 2.0192 0.9611 0.498